Entry 1:
Below is C18H22Br39F4N2O2S2 as an isolated structure, with properties calculated with ωB97M-V/def2-TZVPD.

Each line ends with the Löwdin charge.
Positions of all 89 atoms, in Å:
O (-3.04678, 2.88552, -3.60032)  -0.2637
S (-3.01291, 1.45562, -3.91141)  0.7638
O (-4.34963, 0.87474, -3.97454)  -0.2491
N (-2.11532, 1.09672, -5.29444)  -0.2563
C (-0.82629, 1.79050, -5.33600)  -0.0987
C (-0.10015, 1.22551, -6.61210)  -0.3161
F (1.21284, 1.38348, -6.57477)  0.0724
N (-0.72809, 1.88917, -7.77714)  0.1328
C (-2.23276, 2.00219, -7.69720)  -0.0997
C (-2.91102, 1.20418, -6.53299)  -0.5791
S (-3.25021, -0.52361, -7.14730)  0.8188
C (-2.10122, 0.67132, -2.48177)  -0.7619
F (-3.00581, 0.31572, -1.62112)  0.1914
F (-1.43662, -0.39800, -2.82305)  0.1782
F (-1.33676, 1.53976, -1.88224)  0.0014
H (-0.92722, 2.88766, -5.49380)  0.1530
H (-0.20095, 1.58530, -4.45346)  0.0517
H (-0.35547, 0.15091, -6.63245)  0.1648
H (-0.45310, 1.42843, -8.64801)  0.1602
H (-0.35249, 2.84289, -7.81069)  0.1966
H (-2.49754, 3.07462, -7.73269)  0.1513
H (-2.63516, 1.58066, -8.63335)  0.1248
H (-3.90793, 1.65891, -6.37845)  0.1253
H (-2.07064, -0.83690, -7.78883)  -0.1164
C (-3.28358, 2.17430, 1.75490)  -1.6142
Br (-2.92495, 3.77724, 0.73063)  0.5700
Br (-2.60810, 2.30788, 3.56148)  0.5705
Br (-5.16300, 1.70456, 1.75083)  0.5401
H (-2.75459, 1.36452, 1.26958)  -0.0523
C (0.28427, -1.38234, 1.98340)  -1.5856
Br (-0.23617, -2.15538, 3.67746)  0.5324
Br (0.62719, 0.51868, 2.14808)  0.5360
Br (1.78037, -2.31545, 1.18616)  0.5717
H (-0.55571, -1.49698, 1.31116)  -0.0747
C (-7.40450, 0.03315, 4.85693)  -1.6164
Br (-8.26685, 0.70784, 3.26292)  0.5410
Br (-7.41206, 1.33757, 6.28158)  0.5860
Br (-8.16583, -1.65334, 5.42191)  0.5958
H (-6.36901, -0.15463, 4.60229)  -0.0361
C (3.86995, -3.96430, 4.65798)  -1.5937
Br (2.79436, -5.55874, 4.86498)  0.5649
Br (3.29953, -2.57444, 5.87114)  0.5396
Br (5.75650, -4.34912, 4.83750)  0.5679
H (3.71495, -3.59412, 3.65227)  -0.0505
C (1.38680, 0.80357, 7.57606)  -1.5744
Br (-0.11671, -0.26796, 8.14873)  0.5856
Br (3.04659, 0.17703, 8.35116)  0.5576
Br (1.48960, 0.91697, 5.64837)  0.4963
H (1.22214, 1.80654, 7.94640)  -0.0247
C (7.12767, 0.62115, 8.55482)  -1.6002
Br (7.13537, -1.09124, 7.65725)  0.5366
Br (8.68420, 0.83369, 9.68152)  0.5811
Br (6.92088, 2.12002, 7.33863)  0.5369
H (6.26426, 0.62670, 9.20694)  -0.0474
C (-6.57461, 4.15171, -2.13699)  -1.6294
Br (-7.94490, 3.13596, -3.05178)  0.5661
Br (-6.08895, 5.74601, -3.11863)  0.5587
Br (-7.07428, 4.55292, -0.31783)  0.5613
H (-5.69563, 3.52715, -2.09135)  -0.0531
C (4.08385, 1.37928, -8.78833)  -1.6244
Br (5.68760, 0.56830, -9.48867)  0.6191
Br (3.99114, 3.26689, -9.19453)  0.5759
Br (2.49444, 0.44354, -9.38392)  0.5651
H (4.12168, 1.28611, -7.71092)  -0.0311
C (5.72392, 0.17139, 3.73636)  -1.5386
Br (5.59817, 1.54174, 2.36847)  0.5463
Br (7.57592, -0.22960, 4.11038)  0.5211
Br (4.73923, 0.63664, 5.34139)  0.4278
H (5.27964, -0.73418, 3.34185)  -0.0309
C (-6.90960, -3.73207, 2.39902)  -1.6312
Br (-8.04552, -5.29396, 2.34298)  0.5849
Br (-5.33049, -4.03191, 3.47473)  0.5551
Br (-6.45367, -3.10716, 0.62521)  0.5510
H (-7.47490, -2.94314, 2.87922)  -0.0914
C (2.40808, 3.07677, -1.80313)  -1.5783
Br (1.16143, 1.67436, -2.26005)  0.7448
Br (3.78614, 2.51725, -0.57305)  0.5780
Br (3.16764, 3.87789, -3.39301)  0.5665
H (1.83561, 3.84790, -1.30375)  -0.0209
C (9.41417, -4.16016, 2.67143)  -1.6064
Br (8.96756, -5.94747, 3.25730)  0.5634
Br (8.05449, -3.42444, 1.50787)  0.5427
Br (9.78782, -2.99135, 4.16504)  0.5436
H (10.32318, -4.23347, 2.08997)  -0.0304
C (-1.71926, -5.52466, 1.95006)  -1.5929
Br (-1.78210, -7.23239, 1.04707)  0.5913
Br (-0.12071, -5.32135, 3.01203)  0.5027
Br (-1.92828, -4.05985, 0.71060)  0.5644
H (-2.56115, -5.49333, 2.63000)  -0.0561

Forces on the atoms, in the same order (eV/Å):
1.1741 -1.7824 -0.7341
-3.5025 2.4762 0.7992
2.4345 -0.2821 -0.6609
-0.2573 0.9981 0.7400
0.7754 0.3112 -1.3708
-1.8115 -1.4441 2.5389
0.5383 0.7119 -0.3745
0.4681 0.4770 -0.4406
-1.1216 0.1959 -0.2055
0.4733 -1.0507 -1.0862
-0.0486 -0.0262 -0.1706
-0.5315 -0.1541 0.3030
-1.4544 -0.3181 0.6075
0.9726 -0.6832 -0.8078
-0.2530 0.6122 -0.0940
-0.0012 -0.3810 0.5574
-0.3078 0.0972 -0.3604
0.2857 0.3382 -0.4008
0.1969 0.0100 0.0106
0.1603 -0.0915 -0.1477
0.2800 -0.4737 0.4717
0.2024 0.1880 0.4835
0.4727 -0.3406 0.0673
-0.5616 0.5375 0.5060
-0.0878 -0.0383 0.1454
-0.0947 -0.1947 0.0807
-0.0898 0.0115 -0.2640
0.3267 0.0934 -0.0100
0.0268 0.0427 0.0507
-0.0105 -0.0273 0.2893
0.1334 0.8635 -0.1771
0.0141 -0.1870 -0.1512
-0.1360 0.1433 0.1414
0.0529 -0.0311 0.0240
0.0372 0.0656 0.0591
-0.0182 -0.1316 0.1693
-0.0347 -0.1927 -0.2109
0.0548 0.2082 -0.0780
-0.0462 0.0113 -0.0039
-0.0033 0.0156 0.1250
0.1773 0.1419 -0.0189
0.0658 -0.2914 -0.1234
-0.2136 0.0848 -0.0098
-0.0427 -0.0687 0.0393
-0.1185 0.0354 -0.0889
0.2333 0.0827 -0.0916
-0.1917 -0.0150 -0.0613
-0.5568 -0.0007 0.4240
0.0307 -0.0545 0.0011
0.0586 0.0854 -0.0067
-0.0100 0.1926 0.1682
-0.1662 -0.0248 -0.1633
0.4195 -0.1139 0.5394
0.0463 0.0336 -0.0331
-0.1141 0.0098 0.0304
0.1808 0.1575 0.1118
-0.0704 -0.1790 0.1076
0.0140 0.0055 -0.2268
0.0685 -0.0258 -0.0281
0.3333 0.1652 0.0424
-0.3685 0.1318 0.0709
-0.0606 -0.2563 0.0356
0.0019 -0.0748 -0.1722
-0.0517 -0.0180 -0.0485
0.1388 0.0411 0.3223
-0.0738 -0.1175 0.2170
-0.3004 0.1108 -0.1790
0.4049 -0.0979 -1.0655
-0.0086 0.0889 -0.0337
-0.0301 -0.0785 -0.1045
0.2061 0.2250 -0.0016
-0.1308 0.0521 -0.0966
-0.0300 -0.0884 0.2176
0.0462 -0.0393 0.0000
0.4198 0.1749 -0.0095
1.5105 0.1957 0.2175
-0.3755 -0.1045 -0.2480
-0.0908 -0.0715 0.0760
-0.0217 -0.0690 -0.0611
-0.0508 0.0071 0.0629
0.0201 0.2570 -0.0548
0.1308 -0.0800 0.1433
0.0141 -0.2765 -0.1248
-0.0519 0.0090 0.0200
0.1254 -0.1664 0.1650
0.0219 0.2606 0.0870
-0.1672 -0.8132 -0.3213
-0.0709 -0.0369 -0.0501
-0.0094 0.0353 -0.0976

Computed properties:
gap between HOMO and LUMO: 7.0 eV
E_tot: -2790281.7396 eV
total charge: +1
strongest force on any atom: 4.36 eV/Å
2S+1: 1


Entry 2:
Below is a 2-piece molecular cluster, C4H9NO2 overall, with properties calculated with ωB97M-V/def2-TZVPD.

Each line ends with the Löwdin charge.
Positions of all 16 atoms, in Å:
C (-0.18400, -1.57702, -2.37246)  -0.1223
N (0.40007, -1.31721, -1.07465)  -0.1190
C (0.39653, -2.22711, -0.19570)  -0.0308
C (-0.01952, 0.44400, 1.44253)  -0.1813
O (0.31922, 1.01574, 0.30042)  -0.0163
O (-0.31724, 1.37848, 2.32727)  -0.1304
C (-0.22610, 2.76519, 1.96489)  -0.0782
H (-0.63533, -2.57714, -2.44802)  0.0749
H (0.57733, -1.45529, -3.14981)  0.0810
H (-0.95824, -0.82125, -2.53799)  0.0826
H (0.50285, 0.26465, -0.32728)  0.0387
H (0.75458, -1.98663, 0.80354)  0.0545
H (0.00450, -3.23259, -0.39020)  0.0826
H (-0.56351, 3.31844, 2.84050)  0.0889
H (-0.85650, 2.98385, 1.10057)  0.0865
H (0.80534, 3.02388, 1.71638)  0.0886

Forces on the atoms, in the same order (eV/Å):
-0.0689 -0.0326 -0.1270
0.0131 -0.2380 0.3334
-0.0050 0.1604 -0.1568
-0.0129 0.5103 0.0151
0.0209 -0.2788 0.1565
0.0290 -0.3117 -0.0310
0.0228 0.3153 -0.0615
0.1116 0.1346 -0.0001
-0.1317 -0.0114 0.1082
0.0805 -0.1334 -0.1043
-0.0536 -0.0442 -0.0434
0.0080 -0.0985 -0.1510
0.0180 0.0846 -0.0353
0.0539 -0.0527 -0.1198
0.0349 -0.0121 0.1494
-0.1204 0.0083 0.0677

Computed properties:
gap between HOMO and LUMO: 9.7 eV
E_tot: -9876.4039 eV
energy above the lowest of the compared OMol25 structures with the same formula, charge and spin: 3.657 eV
strongest force on any atom: 0.51 eV/Å
2S+1: 1